Record 1
The following is a quantum chemistry calculation of C18H30Br6F9FeO6 as an isolated structure at a distorted geometry, from the OMol25 dataset.

Last column: Löwdin charge in e.
CARTESIAN COORDINATES (ANGSTROEM)
H: -3.201 3.840 2.947  0.03
C: -3.761 1.835 -2.581  -0.58
C: 1.757 -3.060 -2.522  -0.23
H: 1.795 -2.428 -4.735  0.08
F: -1.025 -4.487 0.724  0.16
F: -1.302 -4.870 -1.390  0.18
H: -6.235 3.219 3.346  0.05
H: -0.573 3.619 1.083  0.07
H: 2.319 -2.165 -2.255  0.06
O: -1.951 0.179 -2.448  -0.17
H: 4.327 0.150 -0.709  0.02
H: -4.448 4.179 1.718  0.06
C: -1.781 0.595 2.362  -0.37
H: 3.819 2.764 -1.061  0.04
C: 3.973 -2.938 0.672  -0.64
O: -1.169 -2.045 -0.797  -0.18
O: 0.351 -2.841 -2.139  -0.08
H: 0.818 -1.742 2.301  0.08
H: 0.680 -2.737 -0.109  0.12
C: 1.884 -3.222 -3.993  -0.08
H: 2.893 -3.540 -4.257  0.07
C: 5.031 -3.559 -0.428  -0.62
Br: 5.897 -2.142 -1.503  0.64
C: -4.205 4.230 2.779  -0.66
H: -2.610 3.634 -0.519  0.11
H: 0.606 0.814 3.393  0.13
Br: -4.751 2.961 5.376  0.51
C: -1.619 3.428 -0.923  -0.12
H: 3.163 -2.283 0.351  -0.01
O: -1.649 1.919 -1.327  -0.23
C: 3.942 2.043 -1.868  -0.66
H: 4.510 -2.248 1.323  0.04
H: -1.463 4.170 -1.706  0.12
F: -2.648 -1.710 2.774  0.12
C: -5.151 3.115 3.390  -0.58
F: -4.377 1.450 -1.487  0.18
H: 2.334 -1.098 3.000  0.08
C: -0.459 -4.439 -0.464  -0.67
H: -4.947 2.135 2.960  0.04
H: 4.361 -4.135 -1.066  0.02
H: -0.221 4.854 -0.018  0.08
H: 0.445 3.276 -0.328  0.06
Br: -4.395 5.958 3.740  0.56
F: -1.667 -0.627 4.403  0.17
C: 3.714 0.523 -1.529  -0.58
F: -3.553 -0.012 3.747  0.13
C: -2.213 1.582 -2.566  -0.34
C: 0.756 0.371 2.409  -0.21
Br: 1.815 0.318 -0.961  0.76
Br: 3.301 -4.465 1.727  0.64
H: 5.700 -4.338 -0.063  0.05
H: 1.126 1.181 1.781  0.08
H: -1.515 1.534 2.848  0.16
H: 3.841 -0.175 -2.357  0.02
H: 2.146 -3.940 -2.010  0.11
H: -1.628 2.023 -3.373  0.17
F: 0.457 -5.323 -0.271  0.18
Fe: -1.418 0.087 -0.277  1.24
F: -3.992 3.115 -2.850  0.15
H: 4.981 2.260 -2.118  0.06
O: -2.588 0.982 1.301  -0.18
C: -0.454 3.789 0.013  -0.06
H: 1.945 -1.222 1.244  -0.03
O: -0.504 0.274 1.747  -0.22
C: -2.374 -0.458 3.304  -0.54
C: -0.101 -3.002 -0.823  -0.37
C: 1.572 -0.958 2.233  -0.06
H: 1.328 -4.099 -4.325  0.09
F: -4.399 1.153 -3.572  0.13
Br: 2.761 2.750 -3.271  0.59

Atomic forces in eV per Å
H 0.0 0.5 -0.1
C 0.3 -1.1 -1.9
C -1.3 0.9 0.9
H -0.9 0.6 0.8
F -2.1 1.1 1.6
F -0.6 -0.7 -0.5
H 0.2 0.7 -0.1
H -0.3 -0.6 -0.1
H 0.1 0.0 0.6
O -0.5 1.3 1.1
H -0.1 0.4 0.0
H 0.1 1.0 0.0
C 0.2 2.2 -2.0
H -0.6 -0.7 0.4
C 2.5 -0.5 -0.3
O 0.6 0.5 1.9
O 1.4 -1.0 -1.1
H -0.1 -0.3 0.8
H 0.4 0.2 0.3
C 0.6 -1.6 -1.6
H 0.5 -0.1 0.6
C -3.0 0.6 0.6
Br -0.2 -0.9 0.7
C -1.4 -1.9 1.3
H 0.1 -0.2 0.2
H 0.2 -0.7 0.3
Br -0.3 -0.2 -1.1
C 0.1 -0.4 0.8
H -0.1 -0.9 -1.0
O 0.8 4.7 1.7
C 0.2 -0.5 0.3
H 0.3 -0.5 0.4
H -0.3 -1.1 -1.1
F 1.0 1.7 0.1
C 0.8 0.6 1.1
F 0.2 0.4 1.1
H -0.1 0.0 -0.1
C -2.5 1.2 -0.1
H 0.5 0.1 0.0
H 0.2 0.3 -0.6
H -0.3 0.1 -0.5
H 0.1 -0.1 0.0
Br 0.1 -0.9 -1.1
F 1.4 -0.3 0.3
C -0.6 1.6 -0.1
F -0.4 0.5 -0.4
C 0.5 -4.2 1.0
C 1.0 0.4 -1.7
Br 0.5 -0.1 -0.3
Br 0.1 0.8 -0.5
H 0.4 0.9 0.5
H 1.2 0.1 0.4
H -0.4 -0.2 1.4
H -0.1 0.4 -0.1
H 0.1 0.0 0.0
H -0.5 0.3 -0.3
F 3.5 -1.4 -1.5
Fe -1.6 -1.8 -1.9
F -0.2 1.1 0.5
H 0.0 -0.5 -0.7
O 1.4 -2.3 -0.5
C 0.0 -0.6 0.3
H 0.2 1.2 0.1
O -1.5 -2.0 -1.0
C -1.7 -1.4 -0.1
C 0.4 3.2 -0.6
C -1.5 0.1 0.7
H -0.5 0.2 -0.1
F 0.9 0.1 0.1
Br 0.5 -0.4 0.3

Properties
- Strongest force on any atom: 5.09 eV/A
- Spin multiplicity: 6
- LUMO (alpha / beta): -0.43 / -2.68 eV
- Gap between HOMO and LUMO (alpha / beta): 9.290 / 6.844 eV
- HOMO (alpha / beta): -9.721 / -9.527 eV



Record 2
The following is a quantum chemistry calculation of C18H30Cl2CuN7O3 as an isolated structure at a distorted geometry, from the OMol25 dataset.

Last column: Löwdin charge in e.
CARTESIAN COORDINATES (ANGSTROEM)
H: -4.163 -0.284 0.698  0.08
H: -2.278 3.316 0.414  0.13
H: 1.525 3.540 2.330  0.08
H: 3.153 2.635 -0.509  0.06
H: -3.699 3.154 2.002  0.08
C: 3.498 1.786 0.076  -0.25
H: 5.349 2.691 0.702  0.05
Cl: -0.093 1.358 2.233  0.00
N: 1.485 5.222 0.995  0.10
O: -1.797 -3.719 -0.075  0.03
H: -0.898 -0.370 -4.619  0.09
N: 0.708 0.873 -4.158  -0.18
N: -3.115 1.514 0.855  -0.20
H: 1.499 7.298 -0.665  0.10
C: -3.132 0.069 0.727  -0.07
H: -2.379 -7.488 4.711  0.10
C: 2.592 0.897 0.496  -0.29
C: -2.184 -6.948 3.794  -0.09
N: 1.237 6.391 -1.079  0.09
C: -2.444 -4.969 2.456  -0.01
H: 2.715 -1.219 0.655  0.03
C: -1.431 -7.541 2.790  -0.09
Cu: 0.644 1.220 0.021  -0.15
H: -4.837 1.799 2.008  0.08
H: -3.321 1.697 2.926  0.08
H: -1.040 -8.541 2.924  0.10
N: 1.198 5.249 -0.294  -0.27
C: 2.901 -0.340 1.271  -0.18
H: -2.611 -0.382 1.569  0.08
H: -2.826 -3.969 2.303  0.12
H: 1.522 2.410 -5.326  0.08
H: 2.243 -0.432 2.133  0.04
H: 2.521 0.954 -5.197  0.08
H: 0.511 -0.566 -5.668  0.08
H: -3.276 -5.206 4.412  0.10
H: 2.374 2.051 -3.812  0.08
C: -2.262 2.251 0.140  -0.37
C: -2.690 -5.662 3.626  -0.08
C: -0.097 0.159 -5.126  -0.06
N: 0.893 4.048 -0.748  0.11
C: 4.986 1.755 0.267  -0.14
H: 5.314 0.943 0.909  0.04
O: 1.080 1.420 -1.989  -0.08
C: -3.782 2.070 2.012  -0.08
C: 0.420 0.823 -2.855  -0.31
Cl: 0.131 -1.006 -0.297  0.05
N: 0.979 3.194 0.260  -0.08
H: -0.436 0.206 -2.587  0.09
O: -1.526 1.833 -0.761  -0.08
C: 1.848 1.617 -4.653  -0.04
H: -0.534 0.851 -5.847  0.08
H: -0.596 -7.301 0.828  0.11
C: -1.183 -6.847 1.617  -0.05
H: -2.606 -0.217 -0.175  0.05
C: -1.686 -5.559 1.442  -0.19
H: 1.021 6.338 -2.085  0.10
H: -0.798 -5.412 -0.539  0.12
H: 5.501 1.643 -0.690  0.05
H: 3.935 -0.382 1.622  0.04
C: -1.411 -4.840 0.190  -0.22
C: 1.346 3.927 1.337  -0.20

Atomic forces in eV per Å
H -0.2 0.0 0.0
H 0.0 0.1 0.1
H -0.2 0.0 -0.3
H 0.1 0.0 -0.1
H 0.0 0.1 0.0
C -0.3 -0.4 0.1
H 0.0 0.1 0.1
Cl -0.8 0.0 1.6
N 0.3 0.4 0.5
O 0.1 -1.3 0.3
H -0.1 0.0 0.1
N 0.1 -0.1 -0.9
N -0.3 0.0 0.0
H -0.3 -1.5 0.0
C 0.1 0.1 0.1
H 0.0 0.0 0.0
C 0.1 0.3 -0.2
C 0.0 0.0 -0.1
N 0.0 0.8 -0.5
C 0.1 0.0 -0.2
H -0.1 0.0 -0.1
C -0.1 0.0 0.1
Cu 0.8 -1.2 0.7
H -0.1 0.0 0.0
H 0.1 0.0 0.1
H 0.0 0.0 0.0
N 0.0 -1.7 0.9
C 0.2 0.0 0.0
H 0.1 0.0 0.1
H 0.0 0.1 0.0
H 0.0 0.1 -0.1
H -0.1 0.0 0.1
H 0.1 -0.1 -0.1
H 0.0 -0.1 -0.1
H 0.0 0.0 0.0
H 0.0 0.0 0.2
C 0.8 -0.4 -0.7
C 0.0 -0.1 0.0
C 0.2 0.1 0.1
N -0.1 0.4 -0.8
C 0.2 0.0 0.0
H 0.0 -0.1 0.1
O -0.6 -0.4 -2.5
C 0.2 -0.1 -0.1
C 0.9 0.9 1.9
Cl -0.3 -0.9 -0.3
N 0.1 3.1 -0.2
H -0.1 -0.1 0.1
O -0.8 0.4 0.5
C -0.2 -0.2 0.1
H -0.1 0.1 -0.1
H 0.0 0.0 0.0
C -0.1 0.2 -0.1
H 0.1 -0.1 -0.1
C -0.1 -0.3 0.6
H 0.2 -0.5 1.4
H 0.0 0.1 0.0
H 0.1 0.0 -0.1
H 0.2 0.0 0.1
C -0.1 1.3 -0.8
C -0.1 0.9 -1.4

Properties
- Strongest force on any atom: 3.14 eV/A
- Spin multiplicity: 2
- LUMO (alpha / beta): 2.44 / 2.44 eV
- Gap between HOMO and LUMO (alpha / beta): 5.362 / 5.617 eV
- Energy relative to the best compared isomer or geometry (same formula, charge and spin): 32.94 kJ/mol
- HOMO (alpha / beta): -2.925 / -3.181 eV
- Net charge: -1